# 1
{"formula": "C48H38N6O2PdS2", "method": "the ωB97M-V functional and the def2-TZVPD basis", "homo_energy_ev": [-12.0, -12.0], "charge": 2, "gap_ha": [0.2282, 0.2284], "relative_energy_ev": 2.864, "species": ["Pd", "C", "C", "C", "C", "C", "C", "C", "S", "O", "C", "C", "C", "C", "C", "C", "C", "C", "C", "C", "C", "C", "C", "C", "C", "C", "C", "C", "C", "C", "S", "O", "C", "C", "C", "C", "C", "C", "C", "H", "H", "H", "H", "H", "H", "H", "H", "H", "H", "H", "H", "H", "H", "H", "H", "H", "H", "H", "H", "H", "H", "H", "H", "H", "H", "C", "C", "N", "C", "C", "C", "C", "C", "C", "C", "C", "C", "N", "C", "H", "H", "H", "H", "H", "H", "H", "H", "N", "C", "N", "N", "C", "N", "H", "H", "H", "H"], "positions_angstrom": [[-0.106, -0.446, 0.002], [8.649, 0.041, 0.433], [7.160, 0.251, 0.365], [6.313, -0.738, -0.140], [4.940, -0.555, -0.188], [4.412, 0.640, 0.272], [5.225, 1.638, 0.790], [6.594, 1.439, 0.829], [2.676, 0.994, 0.217], [2.038, -0.416, 0.133], [2.696, 1.600, -1.485], [2.894, 0.597, -2.460], [3.638, 0.849, -3.568], [4.453, 2.013, -3.578], [5.565, 2.114, -4.448], [6.485, 3.109, -4.286], [6.332, 4.039, -3.236], [5.220, 4.019, -2.442], [4.217, 3.029, -2.618], [3.065, 2.926, -1.732], [2.389, 4.108, -1.155], [2.685, 5.444, -1.646], [3.115, 5.707, -2.979], [3.401, 6.973, -3.396], [3.300, 8.069, -2.509], [2.796, 7.875, -1.261], [2.415, 6.577, -0.828], [1.662, 6.421, 0.353], [1.034, 5.234, 0.566], [1.349, 4.085, -0.203], [-0.056, 2.983, -0.043], [0.250, 1.624, 0.564], [-0.403, 2.703, -1.773], [-0.818, 3.773, -2.552], [-1.170, 3.548, -3.874], [-1.127, 2.267, -4.427], [-1.506, 2.024, -5.864], [-0.718, 1.208, -3.616], [-0.360, 1.429, -2.299], [8.943, -0.889, -0.053], [8.983, -0.001, 1.472], [9.183, 0.863, -0.046], [6.738, -1.667, -0.503], [4.291, -1.331, -0.572], [4.793, 2.568, 1.152], [7.235, 2.215, 1.234], [2.466, -0.383, -2.285], [3.733, 0.116, -4.361], [5.704, 1.354, -5.209], [7.351, 3.164, -4.935], [7.105, 4.777, -3.054], [5.124, 4.740, -1.642], [3.170, 4.900, -3.695], [3.697, 7.139, -4.424], [3.567, 9.064, -2.844], [2.621, 8.714, -0.597], [1.476, 7.274, 0.995], [0.271, 5.151, 1.332], [-0.862, 4.774, -2.134], [-1.494, 4.381, -4.486], [-1.893, 2.927, -6.333], [-2.267, 1.245, -5.941], [-0.639, 1.689, -6.437], [-0.674, 0.203, -4.026], [-0.033, 0.602, -1.672], [-4.434, 0.206, -0.108], [-3.063, 0.424, -0.268], [-2.201, -0.571, -0.341], [-2.645, -1.847, -0.246], [-3.995, -2.158, -0.109], [-4.900, -1.083, -0.034], [-4.393, -3.538, -0.024], [-3.473, -4.523, -0.031], [-2.070, -4.218, -0.131], [-1.057, -5.193, -0.071], [0.259, -4.813, -0.150], [0.567, -3.459, -0.314], [-0.371, -2.536, -0.385], [-1.671, -2.893, -0.267], [-5.106, 1.052, -0.046], [-2.664, 1.427, -0.357], [-5.959, -1.284, 0.085], [-5.449, -3.769, 0.054], [-3.773, -5.561, 0.046], [-1.326, -6.236, 0.050], [1.059, -5.540, -0.093], [1.591, -3.119, -0.402], [0.808, -2.281, 5.233], [0.719, -0.948, 5.374], [1.076, -0.400, 6.538], [0.297, -0.143, 4.422], [-0.072, -0.551, 3.249], [-0.460, -0.883, 2.203], [1.107, -2.879, 5.982], [0.514, -2.706, 4.372], [1.388, -0.949, 7.318], [0.993, 0.596, 6.642]]}

***

# 2
{"formula": "C48H39BClN8O4Tc", "method": "the ωB97M-V functional and the def2-TZVPD basis", "homo_energy_ev": [-13.4, -13.4], "charge": 2, "gap_ha": [0.2188, 0.2182], "species": ["Tc", "C", "C", "C", "C", "N", "N", "B", "N", "N", "C", "C", "C", "C", "C", "C", "C", "C", "C", "C", "N", "N", "C", "C", "C", "C", "C", "C", "C", "C", "C", "C", "C", "C", "C", "C", "C", "C", "H", "H", "H", "H", "H", "H", "H", "H", "H", "H", "H", "H", "H", "H", "H", "H", "H", "H", "H", "H", "H", "H", "H", "H", "H", "H", "H", "H", "O", "C", "O", "C", "C", "Cl", "N", "N", "C", "C", "O", "O", "C", "C", "C", "C", "C", "C", "H", "H", "H", "H", "H", "H", "C", "C", "C", "C", "C", "C", "C", "H", "H", "H", "H", "H"], "positions_angstrom": [[0.637, -0.134, -0.488], [2.721, -1.757, 4.329], [2.815, -1.246, 2.933], [3.926, -0.803, 2.259], [3.482, -0.376, 1.000], [2.159, -0.586, 0.905], [1.752, -1.118, 2.103], [0.371, -1.728, 2.341], [-0.002, -2.570, 1.107], [0.037, -2.023, -0.132], [-0.143, -3.023, -1.032], [-0.426, -4.191, -0.340], [-0.317, -3.873, 1.010], [-0.483, -4.789, 2.168], [0.123, -2.828, -2.453], [1.220, -2.053, -2.834], [1.497, -1.824, -4.171], [0.696, -2.404, -5.144], [-0.353, -3.239, -4.773], [-0.637, -3.459, -3.436], [-0.750, -0.644, 2.597], [-0.894, 0.561, 1.956], [-2.000, 1.223, 2.441], [-2.513, 0.428, 3.446], [-1.717, -0.716, 3.518], [-1.904, -1.850, 4.457], [-2.602, 2.418, 1.855], [-2.558, 2.677, 0.480], [-3.252, 3.744, -0.058], [-4.007, 4.567, 0.766], [-4.054, 4.324, 2.132], [-3.362, 3.257, 2.675], [4.371, 0.213, -0.015], [4.262, 1.549, -0.387], [5.165, 2.103, -1.277], [6.205, 1.336, -1.779], [6.340, 0.010, -1.390], [5.431, -0.549, -0.507], [3.674, -1.612, 4.829], [1.950, -1.228, 4.891], [2.482, -2.821, 4.345], [4.939, -0.765, 2.623], [0.394, -2.425, 3.296], [-0.588, -5.172, -0.752], [-0.683, -5.793, 1.802], [0.414, -4.822, 2.786], [-1.318, -4.485, 2.799], [1.935, -1.714, -2.080], [2.352, -1.220, -4.451], [0.910, -2.234, -6.191], [-0.943, -3.724, -5.539], [-1.457, -4.102, -3.144], [-3.390, 0.631, 4.036], [-2.667, -1.586, 5.185], [-2.230, -2.747, 3.930], [-0.981, -2.094, 4.983], [-2.015, 2.014, -0.183], [-3.220, 3.930, -1.124], [-4.567, 5.390, 0.344], [-4.640, 4.964, 2.777], [-3.392, 3.078, 3.742], [3.487, 2.160, 0.053], [5.060, 3.136, -1.583], [6.921, 1.770, -2.465], [7.161, -0.584, -1.768], [5.533, -1.581, -0.196], [-0.027, 3.084, -5.263], [-1.189, 2.521, -5.000], [-2.181, 2.736, -5.635], [-1.237, 1.573, -3.832], [-2.386, 0.918, -3.398], [-3.961, 1.013, -3.980], [-2.072, 0.181, -2.302], [-0.767, 0.342, -2.005], [-0.261, 1.172, -2.914], [1.190, 1.488, -2.754], [1.766, 2.253, -3.490], [1.761, 0.912, -1.715], [-2.918, -0.745, -1.610], [-3.602, -1.712, -2.333], [-4.391, -2.632, -1.661], [-4.492, -2.592, -0.278], [-3.823, -1.606, 0.434], [-3.045, -0.674, -0.233], [0.712, 2.809, -4.682], [-3.516, -1.743, -3.410], [-4.932, -3.383, -2.222], [-5.111, -3.311, 0.241], [-3.929, -1.543, 1.510], [-2.590, 0.141, 0.309], [-0.042, 1.016, 0.954], [0.515, 2.334, 1.170], [0.776, 3.241, 0.131], [1.477, 4.402, 0.378], [1.941, 4.677, 1.661], [1.675, 3.796, 2.702], [0.950, 2.644, 2.470], [0.386, 3.055, -0.860], [1.672, 5.094, -0.430], [2.506, 5.580, 1.850], [2.032, 4.011, 3.700], [0.760, 1.955, 3.285]]}

***

# 3
{"formula": "C48H40FeN3O5P2S", "method": "the ωB97M-V functional and the def2-TZVPD basis", "s2": 8.765, "homo_energy_ev": [-13.3, -13.6], "charge": 2, "multiplicity": 6, "gap_ha": [0.2793, 0.2484], "relative_energy_ev": 0.000, "species": ["Fe", "O", "C", "O", "C", "C", "C", "C", "C", "N", "C", "O", "O", "H", "H", "H", "H", "O", "S", "C", "C", "C", "C", "C", "C", "P", "C", "C", "C", "C", "C", "C", "C", "C", "C", "C", "C", "C", "C", "C", "C", "C", "C", "C", "P", "C", "C", "C", "C", "C", "C", "C", "C", "C", "C", "C", "C", "H", "H", "H", "H", "H", "H", "H", "H", "H", "H", "H", "H", "H", "H", "H", "H", "H", "H", "H", "H", "H", "H", "H", "H", "H", "H", "H", "H", "C", "C", "C", "C", "N", "N", "C", "H", "H", "H", "H", "H", "H", "H", "H"], "positions_angstrom": [[-0.254, 0.174, -0.181], [-0.941, 4.173, 1.741], [-0.738, 3.071, 1.057], [-0.853, 1.944, 1.499], [-0.235, 3.290, -0.322], [0.003, 4.516, -0.908], [0.608, 4.533, -2.163], [1.005, 3.341, -2.748], [0.743, 2.158, -2.074], [0.088, 2.143, -0.918], [1.269, 0.795, -2.504], [1.826, 0.651, -3.559], [1.055, -0.111, -1.584], [-1.222, 3.948, 2.642], [-0.266, 5.428, -0.395], [0.802, 5.476, -2.658], [1.531, 3.299, -3.692], [-1.229, -3.062, 1.292], [-0.742, -1.717, 1.677], [0.681, -1.989, 2.708], [0.715, -3.126, 3.507], [1.832, -3.362, 4.288], [2.905, -2.475, 4.262], [2.877, -1.368, 3.431], [1.766, -1.124, 2.623], [1.748, 0.291, 1.489], [1.910, 1.684, 2.645], [0.962, 1.779, 3.669], [1.056, 2.783, 4.614], [2.092, 3.709, 4.547], [3.043, 3.612, 3.544], [2.961, 2.597, 2.598], [3.229, 0.187, 0.466], [3.957, -0.991, 0.354], [4.996, -1.081, -0.563], [5.305, -0.003, -1.375], [4.573, 1.175, -1.275], [3.536, 1.268, -0.367], [-2.000, -1.029, 2.742], [-2.104, -1.462, 4.058], [-3.266, -1.219, 4.770], [-4.339, -0.602, 4.144], [-4.224, -0.162, 2.834], [-3.037, -0.323, 2.121], [-2.910, 0.346, 0.414], [-4.196, -0.607, -0.452], [-4.072, -1.998, -0.483], [-5.015, -2.767, -1.143], [-6.089, -2.160, -1.784], [-6.224, -0.782, -1.745], [-5.284, -0.004, -1.081], [-3.551, 2.055, 0.473], [-3.960, 2.723, 1.627], [-4.385, 4.042, 1.564], [-4.388, 4.724, 0.355], [-3.960, 4.078, -0.795], [-3.542, 2.755, -0.735], [-0.115, -3.822, 3.489], [1.871, -4.241, 4.917], [3.774, -2.662, 4.878], [3.726, -0.695, 3.394], [0.154, 1.059, 3.734], [0.331, 2.838, 5.417], [2.168, 4.491, 5.291], [3.865, 4.314, 3.504], [3.737, 2.507, 1.852], [3.720, -1.849, 0.971], [5.560, -2.001, -0.642], [6.111, -0.079, -2.093], [4.809, 2.015, -1.915], [2.957, 2.184, -0.316], [-1.291, -2.002, 4.523], [-3.348, -1.547, 5.798], [-5.271, -0.464, 4.676], [-5.073, 0.307, 2.353], [-3.250, -2.494, 0.020], [-4.914, -3.845, -1.152], [-6.822, -2.763, -2.304], [-7.070, -0.304, -2.222], [-5.422, 1.066, -1.048], [-3.943, 2.225, 2.587], [-4.722, 4.538, 2.466], [-4.725, 5.751, 0.310], [-3.963, 4.596, -1.745], [-3.238, 2.262, -1.651], [-0.382, -4.667, -2.880], [-0.795, -3.262, -2.622], [-1.314, -2.291, -3.461], [-1.538, -1.175, -2.653], [-1.193, -1.437, -1.391], [-0.707, -2.703, -1.405], [-2.076, 0.145, -3.084], [-0.999, -5.105, -3.661], [-0.477, -5.278, -1.982], [0.657, -4.703, -3.210], [-1.505, -2.380, -4.518], [-0.630, -3.193, -0.522], [-1.642, 0.437, -4.040], [-1.858, 0.931, -2.357], [-3.162, 0.095, -3.203]]}

***

# 4
{"formula": "C48H41BaN13O5Sb", "method": "the ωB97M-V functional and the def2-TZVPD basis", "homo_energy_ev": -3.7, "charge": -1, "gap_ha": 0.1797, "species": ["Ba", "C", "C", "C", "C", "C", "N", "C", "C", "C", "C", "C", "C", "C", "C", "N", "C", "N", "C", "N", "C", "N", "C", "N", "C", "N", "C", "C", "C", "C", "C", "C", "C", "C", "C", "C", "C", "C", "C", "C", "N", "H", "H", "H", "H", "H", "H", "H", "H", "H", "H", "H", "H", "H", "H", "H", "H", "O", "C", "O", "C", "C", "N", "N", "C", "C", "O", "O", "H", "H", "H", "C", "C", "Sb", "C", "C", "C", "C", "H", "H", "H", "H", "H", "H", "H", "H", "H", "H", "H", "H", "H", "H", "H", "C", "N", "C", "C", "C", "N", "C", "O", "N", "H", "H", "H", "H", "H", "H", "H"], "positions_angstrom": [[0.474, 0.377, 0.444], [1.808, -6.415, 0.927], [2.170, -6.269, -0.429], [2.316, -5.012, -0.997], [2.070, -3.900, -0.194], [2.161, -2.450, -0.436], [2.739, -1.924, -1.552], [2.963, -0.628, -1.726], [3.846, -0.066, -2.768], [4.588, -0.659, -3.778], [5.313, 0.176, -4.619], [5.299, 1.571, -4.444], [4.561, 2.155, -3.423], [3.834, 1.313, -2.593], [2.933, 1.579, -1.449], [2.545, 2.812, -1.051], [1.921, 3.031, 0.119], [1.907, 2.185, 1.179], [1.305, 2.803, 2.238], [1.217, 2.313, 3.466], [1.418, 0.994, 3.732], [1.342, -0.020, 2.869], [1.473, -1.196, 3.520], [1.434, -2.427, 2.997], [1.555, -2.686, 1.676], [1.772, -1.797, 0.680], [1.702, -4.046, 1.141], [1.582, -5.306, 1.727], [1.704, -0.918, 4.955], [1.970, -1.734, 6.048], [2.192, -1.121, 7.275], [2.158, 0.280, 7.402], [1.903, 1.088, 6.302], [1.675, 0.464, 5.083], [0.845, 4.157, 1.817], [0.118, 5.134, 2.471], [-0.220, 6.273, 1.747], [0.162, 6.416, 0.406], [0.891, 5.423, -0.243], [1.226, 4.298, 0.486], [2.469, 0.405, -0.987], [1.716, -7.410, 1.351], [2.347, -7.156, -1.030], [2.613, -4.888, -2.033], [4.588, -1.737, -3.903], [5.897, -0.252, -5.427], [5.872, 2.198, -5.118], [4.541, 3.230, -3.279], [1.329, -5.409, 2.781], [2.010, -2.812, 5.937], [2.403, -1.728, 8.150], [2.339, 0.734, 8.370], [1.882, 2.172, 6.381], [-0.190, 5.005, 3.504], [-0.799, 7.057, 2.221], [-0.131, 7.307, -0.136], [1.177, 5.513, -1.286], [-5.611, 1.425, 1.502], [-5.212, 0.345, 2.146], [-6.000, -0.498, 2.527], [-3.748, 0.163, 2.389], [-3.287, -0.823, 3.224], [-1.949, -0.777, 3.183], [-1.479, 0.146, 2.332], [-2.560, 0.756, 1.853], [-2.347, 1.915, 0.879], [-3.343, 2.616, 0.611], [-1.164, 2.090, 0.455], [-4.845, 2.025, 1.270], [-3.832, -1.528, 3.835], [-1.287, -1.373, 3.654], [-2.684, 2.677, -4.193], [-2.392, 1.956, -2.866], [-0.372, 1.294, -2.472], [0.572, 2.147, -4.249], [1.329, 1.194, -5.196], [-0.479, -0.700, -3.309], [-1.560, -0.926, -4.379], [-3.745, 2.931, -4.271], [-2.428, 2.071, -5.067], [-2.131, 3.614, -4.289], [-3.008, 1.059, -2.761], [-2.634, 2.588, -2.006], [1.260, 2.896, -3.844], [-0.190, 2.692, -4.807], [2.047, 0.555, -4.677], [1.899, 1.757, -5.942], [0.652, 0.529, -5.739], [-0.633, -1.377, -2.467], [0.518, -0.909, -3.703], [-2.562, -0.730, -3.983], [-1.558, -1.957, -4.751], [-1.432, -0.269, -5.246], [-4.892, -0.787, -1.200], [-4.085, -1.711, -0.384], [-4.638, -2.755, 0.286], [-3.898, -3.588, 1.039], [-2.502, -3.285, 1.116], [-1.951, -2.264, 0.497], [-2.725, -1.439, -0.268], [-2.281, -0.437, -0.838], [-1.700, -4.040, 1.902], [-5.918, -1.146, -1.184], [-4.514, -0.771, -2.219], [-4.851, 0.219, -0.796], [-5.709, -2.865, 0.182], [-4.351, -4.413, 1.573], [-2.027, -4.907, 2.281], [-0.703, -3.879, 1.864]]}